ORCA calculation (the ωB97M-V functional and the def2-TZVPD basis) on 2 unconnected molecules or ions with the total composition C6H9BrIN2O in a non-equilibrium geometry.

Last column: Löwdin charge in e.
Geometry (Å):
Br  3.000  -0.245  -1.432  0.891
C  1.536  0.999  -1.300  -0.579
C  0.131  0.569  -1.377  -0.086
C  -0.889  1.624  -1.221  -0.603
I  -2.978  1.229  -1.239  0.982
C  -0.343  3.015  -1.051  -0.101
N  0.948  3.326  -1.025  0.108
N  1.784  2.324  -1.129  -0.003
H  -0.151  -0.494  -1.544  0.123
H  -1.078  3.852  -0.965  0.128
H  2.784  2.569  -1.082  0.173
C  -1.434  -2.137  1.479  -0.088
C  0.035  -2.346  1.789  -0.296
O  0.844  -1.886  0.706  -0.123
H  -1.712  -2.670  0.567  0.080
H  -2.061  -2.492  2.298  0.082
H  -1.647  -1.076  1.309  0.053
H  0.248  -3.405  1.937  0.120
H  0.322  -1.807  2.697  0.114
H  0.660  -0.948  0.584  0.024

* HOMO energy: -13.3 eV
* spin multiplicity: 1
* orbital gap: 7.79 eV
* net charge: +1